# 1
The following is a quantum chemistry calculation of C32H61Br15ClF2N5O4P3 as an isolated structure, from OMol25.

Geometry as XYZ:
```
123
Properties=species:S:1:pos:R:3
H -2.50974 -0.76356 -9.78538
P -3.11156 -1.11158 -3.32072
C 4.07713 -2.13855 -2.36629
H -2.75511 1.32611 -8.25114
H -0.19987 1.34629 1.26999
H 7.03692 1.76081 1.68799
H -1.90732 -7.16219 5.55122
H 0.14926 -5.02899 -1.55346
N -4.07864 -3.46261 0.64150
Br 7.18275 -0.10639 -0.90912
O -4.16248 2.25414 -2.53580
H -2.06873 -6.56373 3.88916
C 0.56931 3.63586 0.98287
Br -3.55628 4.66915 2.23871
Cl -5.20103 -0.84714 -3.10189
C 8.90285 -1.39636 -2.79473
H 9.51395 0.28908 -1.61624
Br -0.74520 6.78616 0.85070
N 0.19090 -1.04325 -0.83959
C -2.54614 -6.61075 4.86276
Br -4.10348 0.68217 2.55513
C -2.88073 -5.25048 5.42110
C -0.91593 -3.20339 -1.53921
H 8.23778 -0.94067 -3.52210
Br -5.42958 -2.12462 4.53095
C 2.57154 -4.22235 -2.28229
H -4.96719 0.81228 0.55660
C -3.58259 -1.46538 4.37373
Br 5.03849 0.17854 3.16236
O 2.43586 -5.21892 -2.94025
H 5.11739 -1.82338 -2.21748
H -1.94210 1.36879 1.22977
C -4.00849 -2.64188 -0.59448
H -2.54884 0.42058 4.45783
C -1.36811 1.68913 -3.93754
N -0.89600 1.06410 -0.67059
C 0.27396 -4.04796 -2.05127
H 5.46768 2.57058 3.59972
H 4.65103 -4.16824 -2.78997
O -3.05297 -2.70219 -3.80504
P -3.57143 1.76621 -1.05994
N 1.29336 1.02548 -1.21362
H -5.01084 -2.20696 -0.70215
H -5.12679 2.20464 -2.52863
P 0.56510 -1.71326 0.71032
H -3.58279 -5.29193 6.24905
H -3.50999 -0.16310 -7.65157
F -1.01069 3.66223 -0.74741
H -1.42394 -1.43284 -8.55274
C 7.30498 1.87986 2.73436
H -2.23130 -2.02463 0.34999
Br 8.70929 0.58666 3.10683
H -4.82887 -4.13872 0.57478
H 2.92068 -2.31656 0.22786
C -1.06065 1.65695 0.65356
H 1.26213 2.04388 -1.27060
C -2.93793 -1.56069 -0.36402
C -3.56222 0.04562 4.31619
H 6.42862 1.56429 4.69931
C -0.83200 -1.66665 -1.68878
H -3.71221 6.20100 4.16838
C 1.68280 8.18858 1.43236
C -2.56710 0.30756 -7.92592
C 0.64415 8.05569 0.35009
H -1.61663 5.80016 5.33624
H 7.77054 2.85308 2.87873
C -3.25651 5.21660 4.08164
C -1.78586 5.28492 4.39284
H -1.20697 5.76838 3.61049
C -2.05301 0.66569 -1.48258
Br -1.55681 0.42759 -6.25878
H 2.55887 8.71499 1.05815
H 1.01863 4.20718 0.15487
H 1.08780 7.65073 -0.55791
Br 1.03330 9.26780 2.91514
C 3.98482 -3.66005 -2.08720
Br -1.02883 3.50231 4.63871
C -0.37258 -1.08088 2.16947
C 2.35601 -1.90736 1.06609
N -4.91588 0.86868 -0.46154
H 0.21557 -0.37397 2.77667
Br -0.37706 0.47451 -9.76197
H -3.06906 -1.81503 5.26467
F 2.45470 0.42103 -1.48069
H -4.22175 0.51773 5.03820
H 9.40017 -1.21432 -0.68400
H 3.73470 -1.83861 -3.36253
H -1.78254 -3.63468 -2.05670
H 1.98785 7.23265 1.84819
H -3.17343 -3.91337 0.73204
C -1.67514 1.24888 -2.85226
Br -3.67918 -4.07591 4.07317
H -1.97378 -4.73885 5.74185
C -2.24029 -0.92924 -1.60712
Br 8.28348 -3.22284 -2.52839
C 0.24111 0.33889 -0.90421
H -1.25741 2.18769 -4.86364
H 4.32816 -3.82685 -1.05556
H 3.49548 -1.62173 -1.59343
H 0.20945 -4.29695 -3.11598
H 0.14614 8.99218 0.11883
Br -4.14035 -7.70580 4.65975
H -3.13983 -1.91484 3.50065
H -3.79644 4.51567 4.71126
H -1.59552 3.73946 1.22087
H -1.06797 -3.53124 -0.50185
H 2.41294 -2.64085 1.88725
H -5.80952 1.20223 -0.80300
C -1.84529 -0.51825 -8.95879
H -0.56273 -1.95167 2.81922
C -0.87660 3.21346 0.56754
C 8.96116 -0.64036 -1.49441
H -3.88462 -3.14932 -3.58418
H 0.58390 4.29054 1.85791
H -3.40698 -0.82749 0.30644
C 6.13361 1.71225 3.66506
H 2.80961 -0.98839 1.47566
O 1.56134 -3.57377 -1.65480
H -3.82683 -3.30198 -1.45654
Br -0.06156 -1.49888 -3.55535
H 1.23478 2.77437 1.15568
H 9.89759 -1.49146 -3.22557
H -1.36587 -0.68722 1.92047
```

## Properties
maximum force = 5.113 eV Å⁻¹
E_LUMO = -3.2 eV
frontier orbital gap = 0.260 Ha
multiplicity = 1
net charge = +1
HOMO = -10.247 eV



# 2
The following is a quantum chemistry calculation of C32H62F17IO23P6S as an isolated structure, from OMol25.

Geometry as XYZ:
```
142
Properties=species:S:1:pos:R:3
H -0.64555 -0.80437 1.72907
O -1.11817 -0.57517 -0.17854
C -4.17175 -5.33992 -6.43403
P 11.51092 4.73264 5.91190
H -3.54486 -5.85494 -2.04486
F 3.16256 3.10069 -3.30982
C 2.78546 2.21611 -2.37473
H -3.50204 -1.54768 3.11530
H -8.75816 5.22609 2.17783
H -4.10074 -6.14755 -7.16844
H -5.28391 0.56278 2.84146
C 0.43675 -3.78674 -8.33627
H 0.87733 -4.71022 -7.95891
C -1.29293 -1.35474 1.03758
H 0.77898 -2.93843 -7.74681
H -1.84263 -7.44667 -8.81588
O -3.20273 -9.68812 1.60176
C -2.32879 2.10328 -1.99542
P 9.29626 5.84303 -1.81303
H -4.59063 -4.44973 -6.90631
C -3.10582 -4.93334 -2.47087
H -8.58179 6.08410 3.72131
H -5.67301 -11.27524 -1.08405
O -2.92148 -0.88867 2.69967
C -2.29733 0.55793 -2.05947
P -5.12970 -0.18239 0.44881
H -3.75937 -4.62500 -3.30078
P -4.20886 -9.21729 0.34024
H -2.09235 -5.16597 -2.82963
O 11.91256 3.23902 6.56764
H -9.94113 4.95184 3.46819
H 12.07704 3.47147 8.61801
C 11.59258 5.72982 3.44012
F 1.67457 4.36541 -0.54600
H -6.90951 -10.23107 -1.80489
H -3.06980 -7.78118 2.43375
H -6.91499 6.84111 6.29031
H 7.06125 3.16202 -1.82112
F 1.80236 2.63534 0.82563
O 9.54934 5.70251 -0.14608
C 9.69814 2.92531 5.12362
F 1.06900 0.92877 -1.43500
O 9.97053 4.25515 5.58271
H -6.85006 -10.42568 -0.04184
C 2.44888 3.45995 0.01317
O -3.36959 -8.12895 -0.24952
H 8.72517 5.79240 1.73708
H -4.16085 -3.56179 -1.20066
H -1.58841 -8.39154 1.64192
H -2.10585 -9.06480 3.19540
C -7.27899 5.88641 6.67066
C -0.99553 2.90127 -1.79830
C -2.36610 -0.33653 -0.76379
C -1.41570 -6.44437 -8.77095
C -3.10556 -3.86916 -1.35466
C 1.30885 1.70748 -2.50966
F 3.28854 4.13707 0.82539
H -2.39690 -2.54146 -2.87839
F 3.54715 1.12758 -2.69224
H -6.43480 3.11648 7.51209
H 7.65473 5.10273 0.49987
H -1.32555 -2.66819 -1.48461
O 11.36455 6.02255 4.82947
H -2.02419 -5.77446 -9.37431
H 12.59587 5.32768 3.29520
H -3.42953 -2.21861 1.13445
H 10.40807 3.27630 8.00956
O -8.42387 3.52266 7.04219
H -6.97636 0.67356 -0.81698
H -5.11246 -8.81216 3.44062
I -2.48742 1.53282 1.90947
C -5.88271 0.68090 -1.00283
C 11.44748 2.97040 7.88536
H -6.84267 0.79365 1.97751
O 8.59944 6.21926 -3.29398
C -2.82565 -1.32860 1.31937
F 3.67167 1.49252 -0.31888
C -3.23195 0.02696 0.50182
O -2.87922 -5.05361 -5.87415
O -7.03229 4.87721 5.68363
H 11.52246 1.89291 8.03902
H -0.40552 -6.47934 -9.18193
C -8.88821 5.14345 3.25472
H -4.83126 -5.65326 -5.62740
H 11.49804 6.65285 2.87251
C 3.33201 2.62012 -0.96012
O -1.34727 -6.03819 -7.39892
C -5.61399 -9.32678 2.61962
H 0.74769 -3.64076 -9.37175
H -5.75415 0.14874 -1.95566
H -7.61155 3.04325 8.84176
O -7.47897 2.36591 5.19133
O -0.98510 -3.85117 -8.33093
H 6.83025 4.80370 -2.44523
O -3.10708 -1.46861 -1.20072
H -6.72373 5.63977 7.57678
F -1.40248 4.19773 -1.90549
F -0.33611 2.39593 -4.03959
C -5.74550 0.85429 1.89418
C 0.16815 2.73337 -2.83378
O -5.37155 -9.21911 -0.89008
C 9.29490 5.78926 -4.45896
H -7.56488 1.73859 7.64588
O 11.59060 5.57616 7.14419
F -3.17941 2.59420 -1.07078
H -5.29059 -10.36494 2.59767
F 4.48772 3.28779 -1.15335
H 7.96240 6.86301 0.54746
O -0.76806 -3.98285 -5.91424
H 8.93078 2.97457 4.35046
H 10.57952 2.43669 4.71472
O -8.07202 4.05837 3.72516
C -2.37763 -2.54753 -1.76897
H -8.33494 5.98298 6.91345
O 8.79125 4.28061 -1.88751
C 7.50462 3.95059 -2.42855
H 0.39113 -2.94156 -0.00652
F -3.36132 0.21718 -2.82240
H -5.52539 1.90012 1.60829
H 7.63358 3.57366 -3.44429
H 10.85075 5.01232 3.07703
F -2.91006 2.53443 -3.14851
H -6.68941 -9.29511 2.79660
H 10.12718 6.45753 -4.67084
F -0.63053 2.80039 -0.51165
S -0.46064 -3.02213 1.05321
O 10.74106 5.98944 -2.17173
O -5.33221 -8.63758 1.39539
F 1.35196 0.82649 -3.52993
H 9.31369 2.33386 5.95604
P -1.70931 -4.49459 -6.95879
C 8.40131 5.87626 0.70166
C -6.24672 -10.35661 -0.95160
F -1.23603 0.11618 -2.79244
H 8.58924 5.83594 -5.28954
C -2.45409 -8.66114 2.24363
F 0.64349 3.97675 -3.08263
P -8.14754 3.70258 5.38472
H -5.62770 1.75363 -1.09047
H 9.65204 4.76437 -4.35230
H -2.75629 -4.24300 -0.37906
C -7.44433 2.81035 7.78879
```

## Properties
maximum force = 9.350 eV Å⁻¹
E_LUMO = -2.4 eV
frontier orbital gap = 0.202 Ha
multiplicity = 1
energy above the lowest of the compared OMol25 structures with the same formula, charge and spin = 1247.0 kJ/mol
HOMO = -7.918 eV



# 3
The following is a quantum chemistry calculation of a 4-piece molecular cluster, C32H62FO8P overall, from OMol25.

Geometry as XYZ:
```
104
Properties=species:S:1:pos:R:3
H 0.52682 -1.82611 -0.89012
H -3.55558 -1.58706 1.13387
H 0.37396 3.96740 0.75388
C 6.50478 -3.53382 0.32485
H -1.64789 3.29694 0.25287
H 3.37967 1.08037 -4.48870
C 0.61104 0.83193 -1.94676
C 7.93855 -3.60038 -0.15700
H -1.19065 3.25778 -2.75183
O -4.87208 -4.64507 4.16473
H 4.27156 -0.67123 -2.40894
C -0.71561 1.51352 -1.51940
H 4.06992 0.86302 -1.60802
C 4.19180 0.40208 -2.58988
C 0.56698 5.02057 0.53232
C -1.97792 -0.93449 3.80701
H -4.19184 -0.33124 -3.28999
H -2.39609 -0.44727 2.92496
H 2.15348 -0.97386 1.54292
O 0.52838 2.52382 3.13430
H -2.84502 3.44509 -1.03756
H 6.29090 -5.01898 -2.67164
H -2.13461 0.76704 5.14859
C -3.17676 0.67003 -1.72134
H 8.29062 -2.60408 -0.42357
H -2.77000 -1.50587 4.29075
H 1.73817 0.86074 -0.08039
H -1.21035 -1.63100 3.47072
C -5.45670 -0.38626 -1.52268
H 6.12571 -4.51141 0.62520
C -3.03761 -3.67360 1.32611
H -0.88938 1.38352 -0.45147
H -6.03373 -5.88061 2.26397
H 3.67243 2.84528 -1.85404
H 2.25926 2.82661 -0.79444
H -1.36675 -0.88127 0.12582
C 1.89020 -1.68809 0.75550
C 3.00548 0.69124 -3.53848
H -3.26990 -2.41794 -0.39971
H -0.96202 -0.43865 5.63303
O -0.28164 0.78568 4.19717
H 5.86227 -5.58513 -1.04977
F -3.07766 0.59343 -0.32022
H -1.96886 -3.49079 1.42588
H -1.22533 5.95703 1.28437
C 0.79035 -1.08045 -0.13195
C -1.71287 5.22520 -0.71088
H -3.14753 -4.61626 0.78861
O 5.63789 -2.93347 -0.64285
H 8.58178 -3.99854 0.62806
H 5.13852 0.75900 -2.99856
H -1.91100 1.33629 -3.27190
O -3.50838 -3.80390 2.67221
P 1.71802 1.91778 -3.03680
H 6.43053 -2.88410 1.19523
O 4.24315 -3.07268 -2.32343
C 2.59409 2.99774 -1.81865
C -4.62209 -4.48841 3.00197
H 2.41165 5.20860 1.66200
C -4.08086 -0.44510 -2.20983
H 1.53000 -2.59342 1.25258
O -1.53450 -1.56596 -3.12639
H -1.45867 5.62107 -1.70083
H 2.78566 -1.93571 0.17921
H 2.30431 -0.24439 -1.31400
H -6.30968 -4.21487 1.74443
H -5.05510 -5.19178 0.96654
H 0.12172 3.55363 -1.63943
C -1.08153 -0.50174 -2.80039
H 4.65196 -5.58488 -2.33436
H 1.43662 6.69122 1.64484
H 8.03888 -4.23643 -1.03665
H -5.46495 -1.03353 -0.64351
H -1.96885 1.80943 1.95900
H -0.53151 -1.53059 1.54101
H 0.96328 5.29917 2.64059
O 0.23880 -0.24300 -2.86351
H 1.16260 5.09763 -0.38277
H -3.61188 -1.40684 -2.00972
H 2.48093 -0.23687 -3.77089
H -3.68412 1.61902 -1.93467
C -1.82378 2.25855 2.94319
C -1.38604 0.07023 4.76901
C 5.06152 -3.62841 -1.64417
H -4.77276 -2.68801 0.49603
C -5.54727 -4.97537 1.91085
C -3.69878 -2.52422 0.59690
C 5.50096 -5.04668 -1.92165
C -1.81951 3.69472 -0.75260
H -2.63731 1.94569 3.59177
H 2.37622 4.03119 -2.08897
H -0.43441 0.20397 1.14173
C -0.45585 -0.80881 0.72665
C 1.39099 5.59974 1.68104
H -6.22989 -0.76263 -2.19565
C -1.77859 0.76481 -2.34650
C -0.83598 3.04193 -1.73971
H -2.70667 5.62092 -0.47821
H -1.86034 3.34047 2.83861
C -0.44396 1.88469 3.43858
H -5.71799 0.62484 -1.20436
C -0.72934 5.80492 0.31943
H -0.42823 6.79972 -0.02807
C 1.40175 0.13602 -0.83106
```

## Properties
maximum force = 0.825 eV Å⁻¹
E_LUMO = 0.7 eV
frontier orbital gap = 0.323 Ha
multiplicity = 1
HOMO = -8.140 eV
structure (SMILES) = CCCCCC[C@H]1[C@H]([C@H](F)CC)C(=O)O[C@@]1(CC(C)C)P(C)CC.CCOC(C)=O.CCOC(C)=O.CCOC(C)=O



# 4
The following is a quantum chemistry calculation of C32H63BBrClN4O6S2 as an isolated structure, from OMol25.

Geometry as XYZ:
```
110
Properties=species:S:1:pos:R:3
C 5.61080 -1.96297 2.03069
H 5.65404 -3.75127 2.89618
H 4.38665 0.73475 -2.27650
H 8.07561 -1.98997 3.11067
H 2.90779 -1.77116 -0.25081
H -3.56136 3.95460 5.55075
H -5.94468 -2.29045 -1.21533
H 8.13343 -3.75122 2.91643
O 4.47282 -2.13011 1.61663
O -1.03349 3.37572 0.15382
C 1.64060 -0.33030 2.16228
O -4.23827 2.28527 1.90680
H 1.99604 -4.82950 1.67483
C 0.68462 -2.54942 2.94237
C 0.49693 -1.01739 2.94549
C -2.58175 4.84525 3.88949
H 2.41656 -2.91437 -2.71082
H -3.31023 -3.83363 -3.51704
H -2.82355 0.21852 -3.96717
C 2.04489 1.96377 -3.67427
H -2.01754 -3.09384 -2.64406
H 4.19075 -2.93582 -2.69787
H 6.63408 -0.19608 2.69782
H -1.70106 5.83545 2.41455
C -5.65820 -0.11492 -1.07075
Br -3.85674 -2.00912 -5.32543
C -2.45458 -0.59396 -3.34592
N -3.94271 3.42799 -0.23675
H 2.07170 0.94147 -4.03949
C 2.56924 -0.44703 -1.91836
H -2.54288 0.46391 1.12084
C -0.40949 1.32446 -3.57531
H 2.61142 2.59226 -4.36207
H 4.06566 -4.02855 -0.36920
C -4.24365 -0.52097 -0.57905
C -2.02204 -0.02582 -1.97288
H 1.64717 -2.82463 3.37302
H -0.16502 -3.82105 1.38889
C 2.69656 2.09727 -2.27203
H -3.55282 2.57974 2.54443
C -1.13550 -1.65395 -0.54420
H 7.28521 -0.90778 1.19535
C 1.95379 -3.89634 1.10939
H -1.91814 2.19894 -2.27364
H 1.58720 -0.30137 -1.46562
C 3.32288 -1.62062 -1.24417
C -3.32469 4.95354 5.19681
H 2.53852 -0.93451 2.15400
C -2.39911 7.35697 3.72386
H 0.45840 3.19663 -2.78156
C -3.52563 -1.68832 -3.38138
H -1.42969 7.84228 3.84581
C 3.29857 -2.92881 -2.06600
C -3.13043 0.46006 -1.02761
N -2.19413 5.98965 3.28221
H -5.56747 0.36618 -2.04823
H -0.15428 -3.00391 3.47359
H -3.38133 3.32936 -1.07845
C -1.24596 1.33850 -2.30760
Cl -7.85119 -1.52238 -0.11673
H -4.02846 -1.55362 -0.81534
H 7.48724 -3.04470 4.40847
H 3.44281 2.89350 -2.33779
H 3.60947 0.96603 -0.72065
H -3.64330 1.26447 -1.55881
H 0.40442 3.08789 -4.51663
C 0.59952 2.50883 -3.61221
C 6.37751 -0.69220 1.76089
H -4.31216 -0.50491 0.51118
H 1.81107 0.65685 2.59318
N 6.22536 -2.93227 2.75575
S -0.96624 1.94861 0.14629
H -2.93730 7.39545 4.66454
H -2.70675 5.45061 5.94540
H -0.48008 -0.73473 2.55181
H 1.28328 -0.15203 1.14613
H 3.40644 -5.05070 -1.68762
H -2.96671 7.89654 2.96438
H 0.06519 0.36740 -3.77427
H -4.25600 5.50426 5.06001
H -1.57717 -1.05645 -3.78845
H -6.91538 -1.35982 -2.33158
C 0.66476 -3.11486 1.49207
H 1.51883 -5.21266 -0.51904
H -6.14895 0.56393 -0.37962
H 1.97030 2.39504 -1.51717
C 7.55938 -2.91889 3.32694
H -4.49386 -1.38186 -3.01391
S -1.47104 -2.61274 0.64373
H 1.18726 -3.51339 -0.91681
H -3.61749 -3.31371 -1.88542
O -0.28933 1.47812 -1.22654
O -2.32352 3.76411 3.37340
O -0.16492 1.42109 1.18517
H 4.36534 -1.33786 -1.09489
H 5.75337 -0.02383 1.17406
H -3.56407 4.26629 0.20299
C -6.51910 -1.37441 -1.31995
H 2.82180 -3.27129 1.35417
C -3.09277 -3.04624 -2.80172
N -0.93782 -0.87244 -1.40742
C 3.27601 -4.13215 -1.11123
H 0.51992 -0.68584 3.98829
B -3.64948 2.34368 0.66891
C -2.59398 1.15698 0.28676
C 1.88134 -4.18745 -0.41641
H 2.45026 -0.72592 -2.96850
C 3.41229 0.82361 -1.78918
H 0.51930 -2.32137 0.75755
H -1.09092 1.49412 -4.41158
```

## Properties
maximum force = 4.654 eV Å⁻¹
E_LUMO = 0.5 eV
frontier orbital gap = 0.314 Ha
multiplicity = 1
HOMO = -8.081 eV